Record 1
Molecular formula: C4H2O
Method: DFT, wB97M-V/def2-TZVPD

For the relative energy (zero: lowest compared OMol25 entry of this formula, charge and spin), the calculation gives 209.58 kJ/mol. The calculation puts the HOMO energy at -8.0 eV. The molecular weight is 66.1 g mol⁻¹. Its structure (SMILES) is O=C=C1C=C1. For the frontier orbital gap, the calculation gives 8.44 eV.

```
7
Properties=species:S:1:pos:R:3:forces:R:3:mulliken_charge:R:1
C 0.9843 -0.6253 -0.0054 -0.708 -0.016 0.342 -0.62
C 1.1272 0.6599 0.0187 -2.929 -1.900 -0.092 -0.27
C -0.3948 -0.1376 0.0102 2.512 0.420 0.182 -0.39
C -1.6651 -0.0876 0.1538 -1.364 1.209 -1.344 1.02
O -2.8308 0.1224 -0.0362 1.640 -0.748 0.958 -0.50
H 1.4432 -1.6075 -0.0030 0.216 0.328 -0.068 0.31
H 1.3360 1.6757 -0.1382 0.634 0.707 0.022 0.44
```
Positions in Å, forces in eV/Å.

***

Record 2
Molecular formula: C4H2O2
Method: DFT, wB97M-V/def2-TZVPD

For the relative energy (zero: lowest compared OMol25 entry of this formula, charge and spin), the calculation gives 465.30 kJ/mol. The calculation puts the HOMO energy (spin up / spin down) at -10.0 / -9.9 eV. The molecular weight is 82.1 g mol⁻¹. For the frontier orbital gap (spin up / spin down), the calculation gives 7.54 / 7.23 eV.

```
8
Properties=species:S:1:pos:R:3:forces:R:3:mulliken_charge:R:1
C -2.8728 -0.0988 -0.1929 11.581 -0.318 -2.100 -0.19
C -4.0078 -0.1675 0.2491 -3.504 -0.207 1.281 -0.25
C 0.8894 0.3835 0.2060 5.300 -1.936 -1.735 0.24
C -1.2315 -0.2681 -0.2928 -6.676 -2.622 2.139 0.09
O 1.4709 -0.6878 0.0498 -2.644 1.914 0.829 -0.43
O -0.4096 0.6724 0.0685 -1.516 1.230 -0.191 -0.16
H 1.5622 1.2679 0.1977 -1.132 0.131 0.710 0.36
H -0.7099 -1.3167 -0.2208 -1.409 1.807 -0.933 0.33
```
Positions in Å, forces in eV/Å.

***

Record 3
Molecular formula: C4H2O2
Method: DFT, wB97M-V/def2-TZVPD

For the relative energy (zero: lowest compared OMol25 entry of this formula, charge and spin), the calculation gives 10.62 kJ/mol. The calculation puts the HOMO energy at -9.6 eV. The molecular weight is 82.1 g mol⁻¹. Its structure (SMILES) is O=C=C=CC=O. For the frontier orbital gap, the calculation gives 8.09 eV.

```
8
Properties=species:S:1:pos:R:3:forces:R:3:mulliken_charge:R:1
O 0.6357 0.8752 -2.1608 -0.256 -0.350 0.297 -0.43
C 0.2804 0.1514 -1.2651 0.194 0.275 -0.203 -0.04
C 0.2032 -0.7761 1.6897 0.382 -0.531 0.572 0.75
O 0.7660 -1.4553 2.4544 -0.588 0.645 -0.725 -0.35
C -0.5515 0.0791 1.0375 0.104 0.097 -0.182 -0.47
C -0.6533 0.6033 -0.1803 -0.010 -0.179 0.146 -0.14
H 0.6695 -0.8840 -1.1425 -0.021 0.206 -0.005 0.32
H -1.3500 1.4064 -0.4329 0.196 -0.162 0.100 0.36
```
Positions in Å, forces in eV/Å.

***

Record 4
Molecular formula: C4H2OYb
Method: DFT, wB97M-V/def2-TZVPD

The calculation puts the HOMO energy at -6.4 eV. The molecular weight is 239.1 g mol⁻¹. For the frontier orbital gap, the calculation gives 5.02 eV.

```
8
Properties=species:S:1:pos:R:3:forces:R:3:mulliken_charge:R:1
C 0.3588 0.5948 0.6639 -0.055 1.285 -1.184 -0.17
C 1.0292 -1.6710 -0.4682 0.654 0.691 -0.387 -0.80
C 0.9492 -0.4695 -0.1436 -0.392 -2.059 1.157 -0.01
C -1.0524 1.0213 0.0521 -0.195 0.808 0.813 -0.41
O -1.6051 0.1952 -0.7295 0.341 -0.161 0.051 -0.25
Yb -0.8533 -1.5762 -1.7333 -0.065 -0.089 -0.159 1.05
H 0.1978 0.3981 1.7353 0.082 -0.344 -0.371 0.30
H 0.9758 1.5074 0.6233 -0.369 -0.132 0.079 0.30
```
Positions in Å, forces in eV/Å.

***

Record 5
Molecular formula: C4H2S2
Method: DFT, wB97M-V/def2-TZVPD

For the relative energy (zero: lowest compared OMol25 entry of this formula, charge and spin), the calculation gives 312.39 kJ/mol. The calculation puts the HOMO energy (spin up / spin down) at -7.8 / -7.8 eV. The molecular weight is 114.2 g mol⁻¹. For the frontier orbital gap (spin up / spin down), the calculation gives 6.53 / 6.53 eV.

```
8
Properties=species:S:1:pos:R:3:forces:R:3:mulliken_charge:R:1
C 0.4976 0.3965 -0.5896 -0.171 -0.061 -2.058 -0.23
C 0.2531 -0.1900 0.5067 0.841 0.060 -0.327 -0.32
C 1.9888 0.6377 -0.2840 -0.539 1.773 1.713 0.26
C 2.5749 -0.5414 0.0443 1.497 -1.314 -0.404 0.09
S 2.4532 2.2269 0.1964 -0.089 -1.315 -0.783 -0.31
S 3.6181 -1.7181 -0.0553 -1.240 1.023 0.309 -0.24
H 0.1230 0.6846 -1.6058 -0.097 -0.106 1.486 0.33
H 0.0771 -0.5080 1.5079 -0.203 -0.061 0.063 0.41
```
Positions in Å, forces in eV/Å.

***

Record 6
Molecular formula: C4H30BO23
Method: DFT, wB97M-V/def2-TZVPD

For the relative energy (zero: lowest compared OMol25 entry of this formula, charge and spin), the calculation gives 131.58 kJ/mol. The calculation puts the HOMO energy at -8.3 eV. Its net charge is -1. The molecular weight is 457.1 g mol⁻¹. For the frontier orbital gap, the calculation gives 10.09 eV.

```
58
Properties=species:S:1:pos:R:3:forces:R:3:mulliken_charge:R:1
O -1.2082 -0.7002 2.8910 -1.377 -0.593 2.944 -0.40
C -0.6939 -0.6496 1.8432 0.776 0.604 -2.419 0.36
O -0.0735 0.4010 1.3813 0.709 0.206 -0.379 -0.60
B 0.3657 0.1409 0.0081 0.181 1.268 -0.272 1.21
O -0.0777 -1.2112 -0.3061 0.453 0.062 -0.765 -0.65
C -0.7098 -1.7021 0.7169 0.549 0.897 1.094 0.36
O -1.1964 -2.7693 0.8172 -1.134 -2.047 -0.158 -0.57
O 1.8301 0.3522 -0.1750 -0.457 -0.397 0.293 -0.20
C 2.0257 1.2077 -1.1552 -0.770 -0.499 -0.110 0.33
O 3.0559 1.4884 -1.6636 1.598 0.412 -0.273 -0.64
C 0.6756 1.6953 -1.6597 -0.823 -0.345 0.346 0.81
O -0.2584 1.1257 -0.9219 0.104 -0.228 0.097 -0.31
O 0.4811 2.4133 -2.5942 0.035 0.297 -0.420 -0.70
O 4.9950 -0.8525 -0.3020 0.119 -0.020 -0.217 -0.63
H 4.5919 -0.8569 -1.1809 0.072 0.132 0.188 0.31
H 5.3658 0.0352 -0.2206 -0.195 -0.113 -0.009 0.31
O -0.5063 3.3033 1.5277 -0.235 0.032 0.083 -0.58
H -0.9964 2.9786 0.7604 0.114 0.009 0.188 0.29
H -1.0294 3.0148 2.2967 0.062 0.048 -0.203 0.34
O -2.5725 1.9222 -3.5221 0.102 -0.195 0.065 -0.66
H -2.7989 1.1678 -2.9534 0.144 0.075 -0.238 0.33
H -1.6045 1.9232 -3.5405 -0.228 0.087 0.238 0.29
O -1.4040 0.0566 5.6891 0.148 0.006 0.335 -0.57
H -1.2092 0.3283 6.5953 -0.056 -0.074 -0.195 0.25
H -1.0939 -0.8561 5.6276 -0.169 0.175 -0.061 0.27
O 0.8460 -3.1670 3.5494 0.174 0.074 0.166 -0.60
H 0.3825 -2.6502 4.2204 0.059 -0.055 -0.213 0.29
H 1.7855 -3.0089 3.7146 -0.231 -0.001 -0.054 0.30
O -3.0517 -2.3265 4.3322 0.421 0.452 -0.050 -0.69
H -2.9171 -2.9871 3.6443 0.053 0.109 0.031 0.27
H -2.5138 -1.5643 4.0221 -0.493 -0.632 -0.001 0.50
O 4.3391 4.1216 -2.1872 0.174 -0.290 0.196 -0.64
H 4.4582 3.8417 -3.1024 -0.172 0.028 0.112 0.30
H 4.1224 3.3014 -1.7119 -0.026 0.323 -0.370 0.37
O -3.0770 -5.3389 1.4855 -0.045 0.129 0.235 -0.62
H -2.3590 -4.9019 1.9673 -0.111 -0.029 -0.324 0.31
H -3.8283 -4.7372 1.5609 0.192 -0.070 -0.021 0.32
O 0.5880 0.8262 -5.8191 -0.194 -0.153 0.128 -0.62
H 0.2372 1.6837 -5.5525 0.128 -0.128 0.010 0.30
H 0.2436 0.2036 -5.1631 0.101 0.174 -0.130 0.32
O 2.5037 2.5960 2.4862 -0.027 -0.130 0.263 -0.71
H 1.6088 2.4330 2.8147 0.087 0.128 -0.245 0.33
H 2.4406 2.3832 1.5512 -0.052 0.004 -0.004 0.32
O 1.9957 -1.7513 -2.7308 0.246 -0.083 0.239 -0.56
H 1.8994 -2.7043 -2.8530 -0.050 0.205 0.043 0.28
H 2.2868 -1.6498 -1.8117 -0.212 -0.053 -0.198 0.25
O -2.1338 -3.9423 -2.5074 -0.082 -0.075 0.398 -0.63
H -2.9276 -4.4459 -2.2843 0.238 0.011 0.026 0.31
H -1.6472 -3.8769 -1.6676 -0.180 0.005 -0.257 0.33
O -2.1623 2.3806 3.9055 0.088 -0.435 0.165 -0.63
H -2.5051 2.8305 4.6849 0.055 -0.027 -0.128 0.26
H -1.9468 1.4778 4.2141 -0.006 0.379 -0.139 0.36
O 1.7863 3.8250 -4.7553 -0.013 -0.530 0.346 -0.66
H 0.8871 3.9535 -5.0730 0.059 0.085 0.118 0.27
H 1.6904 3.1866 -4.0135 -0.011 0.608 -0.464 0.44
O -2.9195 -0.9546 -2.4301 -0.238 0.197 0.142 -0.57
H -2.6164 -1.3493 -1.6050 0.105 -0.023 -0.166 0.29
H -3.4498 -1.6444 -2.8446 0.242 0.004 -0.002 0.26
```
Positions in Å, forces in eV/Å.

***

Record 7
Molecular formula: C4H30N2O12
Method: DFT, wB97M-V/def2-TZVPD

The calculation puts the HOMO energy (spin up / spin down) at 0.3 / -5.7 eV. Its net charge is -1. The molecular weight is 298.3 g mol⁻¹. The spin multiplicity is 2. For the frontier orbital gap (spin up / spin down), the calculation gives 2.26 / 8.31 eV. The expectation value of S² is 0.7533.

```
48
Properties=species:S:1:pos:R:3:forces:R:3:lowdin_spin:R:1
O 0.8512 -1.2154 -0.8083 3.299 -3.867 -1.878 0.13
C 0.1693 -0.3617 -0.2947 -2.273 1.945 0.758 0.23
N 0.3886 0.9209 -0.7010 -2.969 3.936 0.483 0.05
C -0.7569 1.9066 -0.3934 0.515 -3.891 1.470 0.03
O -0.5387 2.2755 0.9144 0.583 2.205 2.017 0.03
C -1.0128 -0.7993 0.6251 3.211 0.771 1.717 0.04
C -0.4436 -2.0441 1.3679 0.402 -1.835 -6.437 0.01
N -2.2237 -0.9981 -0.0644 -3.183 2.112 0.518 0.02
H 0.8922 1.2784 -1.5243 -0.233 -1.496 0.277 0.02
H -0.7448 2.7287 -0.9761 0.646 2.583 -2.566 0.01
H -1.8204 1.5125 -0.5000 1.572 -0.138 0.270 0.01
H 0.2330 2.9414 0.9724 -1.575 -1.587 -0.123 0.01
H -0.9920 -0.0206 1.4494 -1.054 -0.369 -0.969 0.02
H -0.7085 -3.0479 0.7117 0.712 2.240 1.212 0.01
H 0.6341 -2.0110 1.3798 -0.143 -0.108 0.293 0.00
H -0.8329 -2.2744 2.2427 -1.934 -0.497 4.361 0.00
H -2.4453 -1.9090 -0.4305 -0.074 0.340 0.382 0.01
H -3.0687 -0.3621 0.1842 2.100 -1.806 -0.532 0.02
H 0.8715 1.2129 3.2191 -0.347 0.297 -0.288 0.01
H 2.2462 0.5667 3.0148 -1.243 0.057 1.500 0.00
O 1.5776 0.8146 3.7257 1.279 0.026 -0.637 0.02
H -2.9394 3.6534 1.5127 -0.199 -0.224 -0.372 0.00
H -3.6075 2.5787 2.2794 -0.097 -0.265 -0.241 0.00
O -3.7353 3.0978 1.4692 0.398 0.302 0.573 0.01
H 0.6863 -2.3290 -3.8222 0.858 0.088 0.303 0.01
H 1.7422 -1.2502 -4.2706 0.656 -0.005 0.686 0.01
O 0.9357 -1.6906 -4.5007 -1.400 -0.150 -0.936 0.03
H 2.7075 0.3760 -1.6092 1.478 2.023 -0.253 0.01
H 3.3241 1.2890 -2.6810 0.127 0.211 -2.533 0.01
O 3.2918 1.2113 -1.7647 -1.563 -2.333 2.825 0.04
H 2.1292 -1.9641 -1.7541 -0.042 -0.925 -0.163 0.01
H 2.0943 -3.3676 -1.2305 0.186 0.257 -0.604 0.00
O 2.4420 -2.8762 -1.9990 -0.107 0.314 0.591 0.02
H -1.3355 -2.4728 -2.9641 -0.529 -0.473 0.880 0.01
H -1.8959 -3.2232 -1.6693 0.913 -0.876 0.267 0.01
O -2.0976 -2.6226 -2.3685 -0.571 0.129 -1.394 0.03
H 2.4690 -1.5924 1.4736 0.237 -0.740 -0.329 0.00
H 1.8575 -0.2653 1.2011 -0.853 0.557 -1.010 0.00
O 2.4336 -0.7066 1.8050 1.214 0.131 0.602 0.02
H 2.5800 3.7604 1.9054 -1.127 0.663 0.189 0.01
H 2.3969 2.8344 0.8813 -0.706 -0.547 -0.969 0.01
O 1.8594 3.5384 1.2724 2.060 -0.034 0.665 0.03
H -1.5112 1.1966 3.9663 -2.218 0.157 -0.823 0.01
H -2.2976 0.1615 3.2826 -0.234 -1.707 -0.874 0.01
O -2.4433 1.0396 3.5707 2.312 1.624 1.719 0.03
H -1.4938 -0.7372 -2.0497 -0.736 -2.085 2.414 0.00
H -0.6195 -0.5499 -3.3079 2.095 -1.329 -1.434 0.00
O -1.2481 -0.2036 -2.7425 -1.441 4.317 -1.608 0.02
```
Positions in Å, forces in eV/Å.

***

Record 8
Molecular formula: C4H30N2O12
Method: DFT, wB97M-V/def2-TZVPD

For the relative energy (zero: lowest compared OMol25 entry of this formula, charge and spin), the calculation gives 548.41 kJ/mol. The calculation puts the HOMO energy at -8.9 eV. The molecular weight is 298.3 g mol⁻¹. For the frontier orbital gap, the calculation gives 8.77 eV.

```
48
Properties=species:S:1:pos:R:3:forces:R:3:mulliken_charge:R:1
C -3.6639 -0.1533 1.1155 -1.929 2.763 0.682 -1.30
C -2.2373 -0.2240 0.8960 3.755 -2.790 -4.572 0.17
C -1.6249 -0.9304 -0.2317 1.793 3.438 1.901 -0.57
N -0.2493 -0.5483 -0.1701 -0.335 -0.248 1.486 0.53
C 0.0103 0.1607 1.0223 -3.359 -2.581 -2.235 -0.46
N -1.2028 0.3165 1.5743 0.494 1.302 2.391 0.20
H -4.2081 0.6447 0.5023 1.146 -0.960 0.299 0.22
H -4.2500 -1.0349 0.9401 0.170 -0.690 0.273 0.39
H -3.7955 0.2745 2.1118 -0.368 -0.629 0.375 0.34
H -1.9397 -1.1943 -1.2124 -0.713 -0.660 -0.253 0.46
H 0.4854 -0.9134 -0.7727 -0.347 -0.349 0.158 0.04
H 0.9839 0.1374 1.5148 -0.450 0.628 -0.444 0.08
H -2.3906 1.7162 -0.4958 -0.706 -0.316 -1.319 0.37
H -3.1363 1.2015 -1.8609 0.701 -0.146 0.431 0.31
O -3.1086 1.8590 -1.1556 0.083 0.797 0.453 -0.66
H 1.6987 0.4642 -4.3429 0.112 0.178 -0.135 0.27
H 1.4666 -0.3086 -3.0952 0.470 0.072 1.359 0.33
O 1.3999 -0.3872 -4.0239 -0.292 -0.666 -1.934 -0.59
H -1.6915 3.1946 -2.9266 0.187 -0.624 0.005 0.32
H -0.2378 2.6119 -3.2720 -0.992 0.089 0.036 0.32
O -0.7654 3.4011 -3.0776 0.769 0.626 0.000 -0.63
H 2.3772 0.1701 -1.1840 1.747 -0.127 -2.655 0.25
H 3.3309 1.2036 -1.4970 0.064 -0.672 -1.438 0.33
O 2.9628 0.4327 -2.0142 -1.540 1.558 3.641 -0.64
H 3.4164 -0.8470 0.6698 0.111 1.426 4.024 0.19
H 4.0712 -1.5262 -0.3773 0.590 -0.339 -0.933 0.27
O 3.2127 -1.2037 -0.1338 -0.788 -1.858 -2.527 -0.40
H -1.0618 0.1795 3.6979 1.596 -0.734 1.297 0.36
H -0.2495 -1.0427 4.1958 -0.001 -0.896 -0.142 0.31
O -0.3619 -0.1232 4.3891 -1.536 1.683 -1.355 -0.71
H 2.1288 -1.4594 2.8799 -3.327 -2.415 1.806 0.26
H 2.8370 -0.1183 3.0716 -0.013 -3.197 -2.186 0.35
O 2.8052 -1.0256 2.4829 3.317 5.883 0.790 -0.65
H 2.4561 -3.7967 1.2021 0.575 0.525 0.224 0.31
H 1.5727 -4.4692 0.1583 0.149 0.160 2.954 0.32
O 1.7153 -4.3933 1.1844 -0.751 -0.531 -3.199 -0.64
H -3.3577 2.7532 2.0801 -2.359 -1.752 -0.186 0.31
H -1.8968 2.7072 1.6724 2.513 -2.488 -1.541 0.26
O -2.5563 3.1844 2.0564 -0.098 4.253 1.837 -0.61
H -0.6106 0.4568 -2.4954 2.328 -0.222 4.575 0.23
H -0.8103 -0.2650 -3.7375 1.287 -3.266 -2.124 0.30
O -1.0133 0.4821 -3.2829 -4.083 3.676 -2.269 -0.57
H 2.2394 -2.5983 -2.2343 -0.753 0.233 0.197 0.30
H 1.0058 -2.8655 -3.0602 -0.252 0.037 -0.344 0.28
O 1.2612 -2.5622 -2.1885 0.946 -0.124 0.336 -0.59
H 0.6462 1.4451 3.1743 -0.086 -0.149 0.158 0.33
H 1.0635 2.8982 3.4193 0.606 -1.708 -1.395 0.30
O 1.2729 2.0959 2.8311 -0.431 1.810 1.503 -0.63
```
Positions in Å, forces in eV/Å.

***

> Among the records above, which one has the lowest molecular weight?

C4H2O